77
Properties=species:S:1:pos:R:3:lowdin_charge:R:1 method="wB97M-V/def2-TZVPD" largest_force_ev_per_a=1.35 de_lowest_kj_mol=87.9 multiplicity=2 total_energy_ha=-3247.2378
H 1.7497 3.7532 -1.9230 0.098
S -1.8807 -1.8779 2.7614 0.660
C 1.9853 4.2784 3.1964 -0.085
N 7.3932 -1.5117 -2.0198 -0.359
H -2.2682 1.0687 0.3057 0.047
C -1.5073 -1.3645 -4.5084 -0.076
H -5.9978 -1.5674 2.3368 0.089
C 0.9380 2.4855 1.9589 -0.575
C -3.5300 -1.8885 3.0111 -0.783
H 5.6248 -1.4150 -4.0229 0.137
H -1.9775 2.2369 -2.0580 0.133
H 2.5761 4.6360 -0.1066 0.103
H -0.9335 2.7451 0.1332 0.093
H -1.9008 -1.1962 -5.5010 0.104
C -3.6335 0.5280 3.4404 -0.089
C 3.8862 -0.7522 -2.9955 -0.032
C -2.2258 0.3148 -0.4769 -0.075
C 4.1333 -0.4176 -0.6190 -0.044
H -4.6510 -3.9415 4.9071 0.094
H 1.7278 2.0468 -2.4290 0.073
Ru 0.7108 0.2177 -0.1305 0.938
C -0.4817 -2.8088 -2.8820 -0.102
H -3.6765 1.1822 2.5639 0.083
O 8.0447 -1.5037 -0.9941 0.082
O 3.6387 -1.2997 -5.2046 0.075
C 5.2024 -1.1314 -3.0700 0.093
C -0.4628 -1.7820 -1.9416 -0.583
C 3.2520 -0.3904 -1.7557 -0.258
H -0.3867 1.8994 -2.7558 0.122
H -3.0954 0.3881 -1.1356 0.105
C -1.5035 -0.3316 -3.5813 -0.030
H -2.9390 -4.6819 3.2995 0.082
H 6.0946 -0.7423 0.1696 0.139
O 7.8186 -1.8271 -3.1129 0.085
C -0.3526 2.8147 -0.7865 -0.160
C 1.2212 3.1225 3.1649 -0.107
C -0.9720 -0.5368 -2.3209 -0.281
H -1.9118 0.6321 -3.8563 0.112
O 2.0449 -0.0274 -1.7146 -0.180
C 5.4681 -0.7519 -0.7102 0.091
H -0.3460 3.8583 -1.1182 0.138
C 1.9171 2.7217 -1.6010 -0.060
C -5.1488 -3.2859 4.1849 -0.063
N -4.2683 -3.0519 3.0451 -0.238
C 2.4789 4.8187 2.0183 -0.087
C -3.6459 -4.2755 2.5696 -0.117
N 1.0413 2.3861 -0.4625 -0.244
N -0.9911 0.5160 -1.2954 -0.272
C 2.1928 4.2034 0.8071 -0.033
H -6.2861 -0.5396 3.7550 0.087
C -0.9942 -2.6028 -4.1535 -0.079
O 2.4876 -0.3977 1.0414 -0.099
C -0.9614 1.9014 -1.8307 -0.151
H -5.3894 -2.3560 4.6893 0.076
H -4.4353 -5.0062 2.3882 0.086
N 3.1432 -0.7118 -4.2604 -0.336
H 2.9585 2.6112 -1.3015 0.104
H -4.1623 1.0171 4.2622 0.091
H -2.5911 0.3786 3.7014 0.024
O 4.4473 0.3042 1.5255 0.138
H -6.0755 -3.7656 3.8647 0.091
O 2.1091 -0.0800 -4.3176 0.094
S 0.2142 -2.0432 -0.3318 0.659
S -0.0220 1.0035 1.9602 0.636
H -5.8480 0.1934 2.2100 0.088
H -0.0695 -3.7709 -2.6069 0.103
H 3.0864 5.7130 2.0339 0.101
H -0.9816 -3.4107 -4.8727 0.106
H -3.1064 -4.0833 1.6469 0.065
N 3.6554 -0.1157 0.7210 -0.288
N -4.2585 -0.7482 3.1587 -0.219
C 5.9887 -1.1252 -1.9295 -0.129
H -2.1832 -0.6620 0.0004 0.045
C 1.4353 3.0425 0.7783 -0.279
H 2.2089 4.7485 4.1447 0.104
H 0.8526 2.6818 4.0819 0.103
C -5.6751 -0.6699 2.8570 -0.064

=====

10
Properties=species:S:1:pos:R:3:lowdin_charge:R:1 method="wB97M-V/def2-TZVPD" largest_force_ev_per_a=0.72 de_lowest_kj_mol=195.3 total_energy_ha=-338.5788
C 1.1223 -0.4577 0.4449 -0.633
O -0.0410 0.2908 0.6660 -0.024
O 1.3712 -1.4343 1.0965 0.112
H -2.9476 0.0694 -0.4004 0.090
C -0.9885 -0.2052 -0.1766 -0.148
H 2.5601 -0.5320 -0.9611 0.117
H -2.2757 1.0331 0.8814 0.111
N -2.1431 0.3662 0.1263 0.085
H 1.4637 0.7872 -1.1331 0.105
N 1.8786 0.0825 -0.5438 0.186

=====

63
Properties=species:S:1:pos:R:3:lowdin_charge:R:1 method="wB97M-V/def2-TZVPD" largest_force_ev_per_a=8.93 total_energy_ha=-4491.8489 charge=-1
H -5.0336 -0.5682 0.4200 0.118
Br 4.2027 -0.6903 -1.4129 0.708
C 2.2260 -1.2007 -1.4594 -0.573
C -4.5655 0.4899 0.7057 -0.225
H -0.9908 -3.7958 -3.8529 0.107
H -4.2112 0.5587 2.9723 0.117
O 5.7939 3.8256 0.2862 -0.130
H 2.2295 -2.2136 -2.0953 0.117
O -0.6653 -3.9045 0.8679 -0.282
H 1.2042 -0.5634 2.9397 0.162
H -1.1182 -3.5779 3.0029 0.156
H 7.0167 0.8274 0.7243 0.055
C -0.9940 2.6448 -0.1226 -0.137
H 2.4751 2.3178 2.2846 0.151
C -4.6540 0.8774 -1.6970 -0.118
H -3.8973 0.7175 -2.6020 0.106
H 5.5913 1.4970 1.5436 0.059
H -5.2557 1.8718 -1.9154 0.100
H -2.6539 0.9658 1.9911 0.108
C 1.6417 2.9031 0.2458 -0.163
O -0.7938 -0.8440 2.2665 -0.163
H 0.8771 -3.7924 -4.0981 0.096
O 2.2897 0.5304 1.0532 -0.167
C 1.7390 1.8240 1.4846 -0.177
C -1.7152 -1.7502 1.5992 -0.652
C 0.6170 -1.1080 2.0532 -0.078
H -1.2659 -4.4808 -0.8368 0.117
O -3.8623 1.0566 -0.4578 -0.299
H 0.9666 -2.2201 2.0845 0.143
H 5.5662 1.2295 -0.2167 -0.031
O -1.3186 -4.7726 0.1412 -0.102
H 0.7017 1.7257 2.0468 0.121
C 1.2474 -0.4261 0.6594 -0.289
H -5.3493 -0.0720 -1.6877 0.095
H -3.1938 -1.5891 3.3295 0.126
H 0.3253 4.5284 -0.6931 0.107
C -3.5810 0.2518 2.0153 -0.149
C -0.0428 -1.6360 -3.6515 -0.260
Cl -1.8508 -1.5706 -0.2446 0.726
H -0.0714 4.2633 1.1966 0.115
C -1.5556 -3.3444 1.9389 -0.095
H -1.1133 2.0390 0.8798 0.051
H -0.7240 1.9154 -1.0158 0.074
H 0.2346 0.0227 -1.9449 0.117
O -1.2866 -1.0922 -3.7526 -0.052
O 1.1554 -0.7358 -3.7114 -0.123
H -1.9640 3.2535 -0.4123 0.081
H 0.3522 0.2034 0.2219 0.123
H 1.9093 0.8721 -2.5273 0.136
C 6.6973 2.9512 0.4061 -0.806
H 2.5110 3.7061 0.3473 0.128
H 0.1442 -3.6084 -2.3618 0.086
H -2.6126 -3.8480 1.7444 0.148
O 1.6825 -1.5573 -0.1528 -0.145
H 1.8610 2.2934 -0.7477 0.111
O 7.9532 3.0736 0.3696 -0.122
C -3.2343 -1.3419 2.1798 -0.172
H -5.3989 1.2587 1.0603 0.130
C 0.0182 -3.2671 -3.4967 -0.031
C 6.1893 1.5371 0.6282 -0.087
C 1.3463 -0.1404 -2.3469 -0.151
H -4.0246 -2.0606 1.6492 0.122
C 0.2327 3.7396 0.1742 -0.237